This record from OMol25 describes a molecular structure, C34H30N3O4PRuS. The level of theory is the ωB97M-V functional and the def2-TZVPD basis.

Results
total charge = +1
highest occupied orbital energy (alpha / beta) = -10.4 / -10.9 eV
maximum force = 0.64 eV/Å
LUMO energy (alpha / beta) = -3.1 / -4.2 eV
2S+1 = 6

Each line ends with the Löwdin spin population.
Positions of all 74 atoms, in Å:
Ru 0.44022 -1.27062 -0.91779  3.703
O 0.23032 -2.83017 0.59982  0.117
S 1.62877 -2.77301 1.15720  0.015
O 2.30634 -4.03186 1.13363  0.015
O 2.30228 -1.68238 0.39784  0.091
C 1.47163 -2.22203 2.82306  0.002
C 1.98750 -3.03603 3.82094  0.002
C 1.89792 -2.62260 5.14060  -0.001
C 1.30448 -1.40713 5.44667  0.003
C 0.79638 -0.60178 4.43872  0.004
C 0.86713 -0.99560 3.10662  0.019
P 0.22076 0.12002 1.79133  0.105
C 1.25872 1.59752 2.04351  0.013
C 0.91782 2.65348 2.88728  0.005
C 1.79514 3.71212 3.06590  0.001
C 3.02102 3.72017 2.41494  0.002
C 3.37391 2.66364 1.58779  0.000
C 2.49594 1.60736 1.39811  0.003
C -1.42869 0.56284 2.40573  0.007
C -2.19982 -0.35848 3.11357  0.006
C -3.51410 -0.06248 3.44252  -0.001
C -4.07166 1.15154 3.06607  0.007
C -3.31363 2.06840 2.35099  -0.001
C -2.00171 1.77430 2.01479  0.006
H 2.45106 -3.97427 3.55193  0.000
H 2.29540 -3.24962 5.92682  0.000
H 1.23963 -1.08113 6.47627  0.000
H 0.33821 0.34701 4.68926  0.000
H -0.03301 2.65642 3.40509  0.000
H 1.52236 4.53011 3.71957  0.000
H 3.70326 4.54764 2.55840  0.000
H 4.33348 2.66072 1.08800  0.000
H 2.77435 0.78078 0.75775  0.000
H -1.77518 -1.30935 3.41188  0.000
H -4.10153 -0.78166 3.99777  0.000
H -5.09508 1.38246 3.33056  0.000
H -3.74376 3.01482 2.04995  0.000
H -1.42376 2.49542 1.44735  0.000
N 1.83453 -2.75818 -2.12868  0.085
C 1.41889 -3.08332 -3.46710  0.005
C 1.98672 -4.08987 -4.19299  0.003
C 1.55270 -4.36367 -5.50740  0.000
C 0.57045 -3.60853 -6.07663  0.001
C -0.03357 -2.55663 -5.34798  0.002
C -1.03355 -1.72315 -5.89563  0.003
C -1.55346 -0.71376 -5.14071  0.002
C -1.10246 -0.55456 -3.81945  0.014
N -0.19081 -1.31936 -3.26060  0.094
C 0.37646 -2.30504 -4.02243  0.009
H 1.94790 -3.59941 -1.56696  0.003
H 2.73322 -2.28146 -2.11925  0.002
H 2.78413 -4.67900 -3.75687  0.000
H 2.01605 -5.16752 -6.06192  0.000
H 0.24249 -3.79866 -7.09034  0.000
H -1.36654 -1.88903 -6.91254  0.000
H -2.30591 -0.04240 -5.52834  0.000
H -1.51342 0.24028 -3.21142  0.003
O 1.17743 1.02356 -1.33416  0.280
C -0.02067 0.87183 -1.17023  0.264
C -2.90334 0.22419 -0.81277  0.016
C -2.34731 1.58196 -1.07803  0.004
C -2.96881 2.77664 -1.17197  -0.003
C -1.97038 3.80598 -1.32044  0.000
C -0.74822 3.23028 -1.34308  0.012
C 0.61219 3.82281 -1.45241  0.006
N -0.96170 1.83511 -1.21152  0.056
H -3.96480 0.32185 -0.59086  0.001
H -2.43219 -0.23926 0.05754  0.005
H -2.80399 -0.45910 -1.65973  0.003
H -4.03409 2.92679 -1.10421  0.000
H -2.15415 4.86484 -1.40508  0.001
H 0.51651 4.90499 -1.51203  0.001
H 1.14086 3.47104 -2.33916  0.001
H 1.22672 3.57316 -0.58505  0.001

Force components x, y, z for each atom (eV/Å):
Ru -0.1216 0.6100 0.1560
O 0.0664 -0.0161 0.0106
S 0.0089 -0.2320 -0.0347
O -0.0137 0.0691 0.0008
O -0.0238 -0.0158 0.0845
C 0.0115 0.0305 -0.0065
C -0.0313 0.0463 -0.0429
C -0.0014 -0.0017 0.0150
C 0.0189 -0.0283 0.0295
C -0.0045 0.0154 -0.0520
C -0.0096 -0.0164 -0.0441
P 0.0634 -0.0904 0.0997
C 0.0197 -0.0476 -0.0250
C -0.0298 -0.0010 -0.0082
C 0.0023 0.0150 -0.0001
C 0.0007 0.0036 0.0056
C -0.0036 -0.0116 -0.0087
C -0.0184 0.0074 0.0144
C 0.0038 0.0365 -0.0733
C -0.0187 -0.0237 0.0047
C 0.0110 -0.0135 0.0067
C 0.0020 0.0152 -0.0061
C -0.0157 -0.0198 0.0261
C -0.0004 -0.0044 0.0329
H 0.0032 -0.0093 0.0104
H 0.0012 0.0047 0.0061
H -0.0033 0.0037 -0.0013
H 0.0028 0.0050 0.0114
H 0.0341 0.0027 0.0066
H -0.0027 0.0001 0.0020
H 0.0028 0.0007 -0.0004
H 0.0016 0.0014 -0.0034
H 0.0068 -0.0051 -0.0214
H -0.0111 0.0056 -0.0072
H -0.0036 0.0001 -0.0009
H -0.0013 0.0009 -0.0004
H 0.0031 0.0025 -0.0021
H -0.0201 0.0006 0.0018
N -0.0456 -0.0053 -0.0011
C 0.0030 -0.0112 0.0026
C -0.0125 -0.0214 -0.0263
C 0.0028 0.0122 0.0180
C -0.0067 0.0035 0.0041
C 0.0107 0.0080 -0.0225
C -0.0031 0.0038 0.0064
C 0.0051 0.0096 -0.0061
C 0.0111 0.0075 -0.0023
N -0.0202 -0.1016 -0.0513
C 0.0178 0.0099 0.0206
H 0.0377 0.0306 0.0480
H 0.0139 -0.0189 0.0098
H 0.0002 -0.0013 0.0041
H 0.0008 -0.0042 0.0016
H -0.0036 0.0039 -0.0024
H 0.0026 -0.0056 -0.0016
H -0.0014 0.0010 0.0065
H -0.0101 0.0066 0.0157
O 0.4418 0.0292 -0.0522
C -0.2742 -0.4168 -0.3379
C 0.0406 -0.0102 -0.0223
C -0.0257 0.0111 -0.1061
C 0.0395 0.0311 0.0583
C -0.0330 -0.0340 -0.0746
C -0.0040 0.0109 0.0132
C 0.0093 -0.0004 0.0019
N -0.1016 0.0832 0.2713
H -0.0026 -0.0028 -0.0099
H -0.0052 -0.0008 0.0088
H -0.0081 0.0025 0.0229
H -0.0068 -0.0069 0.0047
H 0.0056 0.0033 0.0013
H -0.0026 0.0124 0.0019
H -0.0092 0.0099 0.0103
H 0.0045 0.0109 -0.0016

This record from OMol25 describes C4H9IO in the gas phase in a non-equilibrium geometry. The level of theory is the ωB97M-V functional and the def2-TZVPD basis.

Results
SMILES = CC(C)(O)CI
highest occupied orbital energy = -9.3 eV
maximum force = 3.28 eV/Å
LUMO energy = 0.6 eV

Each line ends with the Löwdin charge.
Positions of all 15 atoms, in Å:
C 1.18859 0.13026 -0.67447  -0.055
C -0.18149 0.37161 -0.08106  -0.632
C -0.27389 -0.25098 1.40145  -0.070
O -0.28326 1.81040 -0.11249  -0.070
C -1.46930 -0.12383 -0.95242  -0.640
I -3.33013 0.10279 -0.03688  0.830
H 1.24975 0.50092 -1.71263  0.098
H 1.49410 -0.92729 -0.58299  0.095
H 1.93962 0.63728 -0.14321  0.062
H -1.07662 0.19019 2.05408  0.057
H -0.73987 -1.25512 1.19729  0.076
H 0.60171 -0.20537 2.01282  0.060
H 0.35933 2.16356 0.47007  0.068
H -1.43644 0.33782 -1.98118  0.068
H -1.35428 -1.24748 -1.07703  0.055

Force components x, y, z for each atom (eV/Å):
C -0.6665 -2.0785 -1.3565
C -1.3451 0.8550 1.1139
C -2.7788 0.0799 -1.4701
O -1.6550 -0.6529 -0.5015
C 3.0308 -1.1492 -0.4963
I -0.3987 0.3250 0.1006
H -0.1426 -0.4234 0.3388
H -0.2354 0.2149 -0.4818
H 0.7701 1.0089 1.0306
H 0.6303 0.1991 -0.9999
H 1.2274 0.3965 0.6513
H 0.9057 -0.4171 -0.1464
H 0.9631 0.5563 0.9155
H -0.1935 -0.2970 1.2867
H -0.1119 1.3826 0.0151

This record from OMol25 describes 2 unconnected molecules or ions with the total composition C6H10O2 in a non-equilibrium geometry. The level of theory is the ωB97M-V functional and the def2-TZVPD basis.

Results
SMILES = C#CCC.COC=O
highest occupied orbital energy = -9.9 eV
maximum force = 3.98 eV/Å
LUMO energy = 0.9 eV

Each line ends with the Löwdin charge.
Positions of all 18 atoms, in Å:
C -1.95353 0.59656 0.47477  0.099
C -1.40158 -0.40393 0.06968  -0.118
C -1.44736 -1.70013 -0.73173  -0.252
C -0.32125 -1.70832 -1.76569  -0.126
H -2.50873 1.34586 0.96792  0.033
H -2.39990 -1.71047 -1.27393  0.105
H -1.47034 -2.64375 -0.17533  0.105
H -0.33810 -0.79251 -2.35427  0.072
H -0.39221 -2.56757 -2.43090  0.068
H 0.62933 -1.78078 -1.23864  0.070
C 1.13053 1.62377 0.07833  -0.082
O 0.73153 1.38470 1.43686  -0.132
C 1.74009 0.99853 2.34908  -0.295
O 2.88188 0.81444 2.06053  0.077
H 0.23690 1.43554 -0.51395  0.053
H 1.39895 2.66472 -0.10869  0.090
H 2.00810 1.03106 -0.18050  0.087
H 1.47569 1.41228 3.33647  0.146

Force components x, y, z for each atom (eV/Å):
C 0.5840 -1.3196 -0.0487
C -2.1864 -0.9224 -0.4537
C 0.3284 0.8260 -0.4206
C 0.1757 -0.3004 0.3236
H 0.1649 0.5701 0.1339
H 0.0332 0.2878 0.2003
H 0.3418 0.5228 0.4700
H 0.0469 -0.0296 -0.0344
H -0.0735 0.0030 -0.0588
H 0.1624 0.1102 -0.1498
C 0.0598 -0.0838 -0.0581
O 1.4618 -0.5964 1.4526
C -0.4768 3.6269 -1.5661
O -0.0744 -1.1085 -0.2471
H 0.4020 -0.3531 -0.0980
H 0.0496 0.1830 0.5553
H -0.3165 -0.2396 -0.1557
H -0.6827 -1.1764 0.1553

This record from OMol25 describes a molecular structure, C31H46InN2O8S2Si. The level of theory is the ωB97M-V functional and the def2-TZVPD basis.

Results
total charge = +1
highest occupied orbital energy = -11.5 eV
maximum force = 0.39 eV/Å
LUMO energy = -2.2 eV

Each line ends with the Löwdin charge.
Positions of all 91 atoms, in Å:
In -0.30606 -0.33612 -0.32389  0.732
C 3.47962 1.62329 -0.08517  -0.001
C 2.36890 2.26496 0.73527  -0.595
C 2.29277 1.64748 2.12381  0.000
C 2.60353 3.76661 0.82259  -0.014
O 1.10465 1.95990 0.07381  -0.208
Si -0.26431 2.79721 -0.31460  -0.114
S -1.78994 1.38876 0.24003  0.486
O -0.39345 4.20188 0.45281  -0.141
C -1.23167 4.84739 1.43193  -0.634
C -2.66516 4.86979 0.92264  -0.024
C -0.68719 6.26156 1.56256  -0.018
C -1.12007 4.09747 2.75225  -0.024
O -0.40160 2.94308 -1.90903  -0.138
C 0.13904 3.75995 -2.96617  -0.624
C 0.16677 5.21919 -2.53466  -0.021
C -0.79373 3.56265 -4.14939  -0.021
C 1.53767 3.25544 -3.29078  -0.012
H 4.44593 1.84794 0.36730  0.100
H 3.47770 2.00480 -1.10496  0.087
H 3.36489 0.54191 -0.11747  0.062
H 3.22207 1.81843 2.66870  0.101
H 2.12875 0.57019 2.06194  0.072
H 1.47445 2.09507 2.69049  0.087
H 3.59478 3.94778 1.23864  0.100
H 1.86653 4.25111 1.45774  0.071
H 2.56253 4.22716 -0.16605  0.086
H -2.71055 5.36057 -0.05026  0.093
H -3.30066 5.41964 1.61708  0.096
H -3.06490 3.85930 0.82481  0.055
H -0.72747 6.77193 0.60009  0.090
H 0.34933 6.24113 1.90080  0.085
H -1.27588 6.82885 2.28360  0.094
H -1.47005 3.06959 2.64354  0.062
H -1.72361 4.58778 3.51649  0.096
H -0.08393 4.08280 3.09393  0.082
H -0.83435 5.55428 -2.26069  0.091
H 0.52804 5.84055 -3.35466  0.096
H 0.82326 5.36427 -1.67567  0.078
H -1.80092 3.89199 -3.89375  0.092
H -0.83084 2.50827 -4.42421  0.090
H -0.44513 4.13709 -5.00794  0.093
H 2.20519 3.41730 -2.44466  0.067
H 1.94515 3.78702 -4.15145  0.096
H 1.50781 2.18776 -3.51351  0.091
C 4.61551 -3.01997 0.75651  0.009
N 3.65085 -2.32425 -0.08923  -0.032
C 3.85868 -2.14016 -1.41502  -0.019
C 2.97264 -1.51912 -2.22865  0.034
C 1.77399 -1.06946 -1.61741  -0.503
O 0.78780 -0.51367 -2.20425  -0.034
N 1.60820 -1.23231 -0.29083  0.106
C 2.48146 -1.88165 0.53742  -0.531
O 2.29761 -2.04375 1.72329  0.088
H 5.45139 -3.34196 0.14175  0.094
H 4.14204 -3.88279 1.21970  0.100
H 4.96759 -2.35765 1.54450  0.103
H 4.79275 -2.53256 -1.79402  0.141
H 3.14582 -1.39591 -3.28420  0.126
O 0.53780 -3.76937 -1.71911  -0.051
O 1.16072 -4.19913 -0.49307  -0.056
O -1.62123 -2.00187 -0.07268  -0.589
S -2.90725 -2.31361 -0.83933  1.052
C -4.20077 -2.14000 0.43652  -0.254
C -3.87872 -2.88360 1.69416  -0.288
C -4.48392 -4.10741 1.97169  -0.060
C -4.13325 -4.82310 3.10698  -0.068
C -3.17585 -4.31780 3.97463  -0.071
C -2.58546 -3.08764 3.71699  -0.056
C -2.93863 -2.37030 2.58512  -0.036
C -2.88081 -4.14485 -1.05016  -0.218
C -1.50326 -4.69366 -0.93677  -0.219
C -0.52086 -4.71077 -2.08804  -0.215
C 0.13056 -6.06286 -2.22299  0.007
C 0.69391 -6.44966 -1.08930  0.004
C 0.52207 -5.42220 0.00041  -0.229
C -0.92945 -5.07036 0.19862  0.065
H -5.13064 -2.46364 -0.03491  0.111
H -4.24711 -1.05962 0.58557  0.099
H -5.24882 -4.49522 1.30769  0.119
H -4.61481 -5.76839 3.31799  0.111
H -2.90326 -4.87345 4.86187  0.110
H -1.85315 -2.68291 4.40260  0.113
H -2.48894 -1.40424 2.39327  0.110
H -3.32647 -4.31386 -2.03106  0.105
H -3.51817 -4.56881 -0.27835  0.082
H -0.91141 -4.30277 -3.01805  0.166
H 0.18871 -6.58134 -3.16854  0.119
H 1.28760 -7.34131 -0.95138  0.119
H 1.05947 -5.63510 0.91981  0.161
H -1.39286 -5.03093 1.17646  0.132

Force components x, y, z for each atom (eV/Å):
In 0.1353 0.3585 0.0420
C -0.0485 -0.0044 0.0199
C 0.0332 -0.0091 0.0960
C -0.0309 0.0175 -0.0129
C -0.0511 -0.0236 -0.0270
O 0.1054 0.0442 -0.1160
Si 0.0103 0.0544 0.1380
S -0.1200 -0.1150 0.0282
O 0.0843 -0.0509 -0.0430
C -0.0252 0.0329 0.0647
C 0.0146 -0.0168 -0.0155
C 0.0014 -0.0172 -0.0048
C -0.0071 -0.0094 -0.0290
O -0.0849 -0.0202 -0.0734
C 0.0546 0.0328 -0.0130
C -0.0109 -0.0222 -0.0010
C -0.0044 -0.0076 0.0029
C -0.0342 -0.0253 0.0065
H 0.0017 0.0123 0.0023
H -0.0022 0.0203 -0.0506
H 0.0051 0.0146 0.0003
H 0.0072 0.0031 0.0022
H 0.0051 -0.0157 0.0095
H 0.0013 -0.0010 0.0060
H 0.0031 -0.0060 -0.0003
H -0.0144 0.0095 0.0128
H 0.0040 0.0130 -0.0255
H -0.0054 0.0015 -0.0040
H -0.0092 0.0047 0.0044
H -0.0020 0.0030 0.0022
H -0.0063 0.0014 -0.0042
H 0.0022 0.0015 0.0030
H -0.0012 0.0051 0.0070
H 0.0033 0.0098 0.0138
H -0.0076 0.0061 0.0059
H 0.0101 0.0041 0.0026
H -0.0028 0.0037 0.0024
H 0.0035 0.0044 -0.0039
H 0.0080 0.0057 0.0049
H -0.0058 0.0013 -0.0025
H -0.0009 -0.0024 -0.0066
H -0.0004 0.0022 -0.0070
H 0.0510 0.0014 0.0477
H -0.0068 0.0017 -0.0022
H 0.0030 0.0033 0.0023
C 0.0053 -0.0146 0.0091
N -0.0010 0.0322 0.0127
C -0.0142 -0.0148 -0.0389
C 0.0178 0.0185 0.0107
C 0.0373 -0.1715 -0.2393
O -0.0299 0.0092 -0.0370
N -0.1668 -0.1033 0.1904
C 0.0690 0.0287 0.0526
O -0.0323 -0.0232 0.0255
H -0.0011 0.0056 -0.0022
H 0.0008 -0.0042 -0.0061
H -0.0044 -0.0009 -0.0019
H 0.0026 -0.0020 0.0043
H -0.0032 0.0042 -0.0015
O -0.0236 -0.0588 -0.0021
O 0.0505 0.0370 0.0108
O 0.1662 -0.1348 -0.0542
S -0.1080 -0.0091 -0.0063
C 0.0384 0.0105 -0.0074
C 0.0031 0.0031 0.0029
C 0.0075 0.0020 -0.0211
C -0.0064 0.0005 0.0024
C -0.0042 -0.0018 0.0075
C 0.0004 0.0048 -0.0022
C 0.0009 -0.0033 -0.0007
C -0.0052 0.0248 0.0032
C 0.0174 0.0728 -0.0119
C -0.0266 0.0199 0.0293
C 0.0108 -0.0116 0.0054
C -0.0135 -0.0295 -0.0097
C -0.0027 0.0216 -0.0151
C -0.0234 -0.0070 -0.0031
H 0.0064 -0.0194 -0.0168
H -0.0114 0.0007 -0.0040
H -0.0005 -0.0012 -0.0042
H -0.0031 -0.0030 0.0004
H 0.0006 -0.0024 0.0028
H 0.0011 0.0023 0.0002
H -0.0001 -0.0013 0.0053
H -0.0095 -0.0092 -0.0003
H -0.0111 -0.0029 0.0287
H 0.0013 0.0045 -0.0080
H -0.0022 0.0031 -0.0088
H 0.0038 -0.0028 0.0065
H 0.0017 0.0060 -0.0010
H -0.0039 -0.0063 0.0079